Record 1
Computed, not measured: a 2-piece molecular cluster, C2H9N4 overall, with ωB97M-V/def2-TZVPD.

* lowest unoccupied orbital energy: -7.569 eV
* Kohn-Sham gap: 4.6 eV
* energy relative to the best compared isomer or geometry (same formula, charge and spin): 175.0 kcal per mole
* E_tot: -300.14044 Eh
* max |F|: 0.10607 hartree/bohr
* charge: +1

Positions of all 15 atoms, in Å:
N  -0.709  -0.113  1.032
C  0.354  -0.748  0.117
N  0.380  -1.454  -1.074
N  1.400  -1.257  0.936
H  -1.260  -0.964  1.226
H  -0.005  -0.090  1.774
H  -0.102  -2.348  -0.927
H  -0.204  -0.944  -1.750
H  1.312  -2.272  0.842
H  2.244  -1.010  0.404
C  -0.382  2.010  -0.440
N  -0.905  3.046  -0.941
H  0.396  2.048  0.330
H  -0.616  1.003  -0.798
H  -1.903  3.091  -0.731

In elementary charge units, the Löwdin charges are: 0.1309, -0.2343, 0.1712, 0.1017, 0.1371, 0.0925, 0.1611, 0.1260, 0.1343, 0.1295, -0.1633, 0.0448, 0.0714, 0.0156, 0.0815

---

Record 2
Computed, not measured: an isolated ion of composition C2H9N4 and charge +1, with ωB97M-V/def2-TZVPD.

* lowest unoccupied orbital energy: -6.314 eV
* Kohn-Sham gap: 6.9 eV
* energy relative to the best compared isomer or geometry (same formula, charge and spin): 124.9 kcal per mole
* E_tot: -300.22033 Eh
* max |F|: 0.11433 hartree/bohr
* structure (SMILES): [H]/N=[NH+]/CN(C)N
* charge: +1

Positions of all 15 atoms, in Å:
C  1.864  -0.672  0.199
C  -0.604  -0.674  -0.338
N  -2.874  -0.215  0.034
N  -1.674  0.155  0.075
N  0.635  -0.037  0.204
N  0.582  1.339  -0.030
H  2.481  -0.182  0.890
H  1.658  -1.698  0.424
H  2.599  -0.676  -0.630
H  -0.908  -1.704  -0.141
H  -0.701  -0.597  -1.452
H  -3.659  0.299  0.315
H  0.651  1.874  0.835
H  1.410  1.639  -0.672
H  -1.460  1.148  0.286

In elementary charge units, the Löwdin charges are: -0.0969, -0.0986, 0.2931, 0.0295, -0.2871, 0.0193, 0.0772, 0.0957, 0.1051, 0.1532, 0.1644, 0.1097, 0.1036, 0.1559, 0.1761

---

Record 3
Computed, not measured: C2H9N4O3Tl as an isolated structure, with ωB97M-V/def2-TZVPD.

* lowest unoccupied orbital energy: -13.819 eV
* Kohn-Sham gap: 2.9 eV
* energy relative to the best compared isomer or geometry (same formula, charge and spin): 41.5 kcal per mole
* E_tot: -698.01242 Eh
* max |F|: 0.15141 hartree/bohr
* charge: +2

Positions of all 19 atoms, in Å:
Tl  -1.726  0.564  1.643
O  0.768  0.168  0.379
H  1.692  -0.051  0.608
C  0.732  -2.229  2.334
O  -0.417  -1.943  2.437
N  1.394  -2.406  1.282
N  1.524  -2.465  3.328
H  2.170  -3.041  1.402
H  1.118  -1.968  0.415
H  1.064  -2.384  4.224
H  2.503  -2.712  3.289
C  -1.376  2.182  -2.112
O  -1.377  1.803  -0.994
N  -0.380  2.760  -2.775
N  -2.341  2.023  -2.990
H  0.435  2.891  -2.193
H  -0.480  3.083  -3.727
H  -3.205  1.699  -2.578
H  -2.099  2.027  -3.971

In elementary charge units, the Löwdin charges are: 1.1475, -0.0897, 0.0361, -0.7795, 0.0574, 0.2999, 0.2919, 0.1709, 0.1336, 0.1664, 0.1634, -0.6961, 0.0151, 0.2514, 0.2426, 0.1460, 0.1485, 0.1490, 0.1455

---

Record 4
Computed, not measured: a 2-piece molecular cluster, C2H9N5 overall, with ωB97M-V/def2-TZVPD.

* lowest unoccupied orbital energy (spin up / spin down): -9.123 / -11.309 eV
* Kohn-Sham gap (spin up / spin down): 10.0 / 6.5 eV
* energy relative to the best compared isomer or geometry (same formula, charge and spin): 145.4 kcal per mole
* E_tot: -354.52975 Eh
* max |F|: 0.06814 hartree/bohr
* charge: +2

Positions of all 16 atoms, in Å:
C  2.454  -1.212  -0.451
C  -2.445  0.842  0.630
N  1.340  -0.740  -0.724
N  3.497  -1.515  -0.033
N  0.443  -0.879  -1.709
N  0.034  0.681  0.938
N  -1.085  1.321  0.786
H  -3.006  0.985  1.536
H  -3.060  1.462  -0.065
H  -2.525  -0.096  0.164
H  4.058  -2.444  0.082
H  -0.338  -0.255  -1.692
H  0.658  -1.357  -2.611
H  0.310  -0.324  1.048
H  0.861  1.226  1.213
H  -1.196  2.306  0.889

In elementary charge units, the Löwdin charges are: -0.1482, 0.0043, 0.0496, 0.3399, 0.2366, 0.1391, -0.0092, 0.1151, 0.1336, 0.0801, 0.2289, 0.1293, 0.1928, 0.1635, 0.1686, 0.1760

---

Record 5
Computed, not measured: a 3-piece molecular cluster, C2H9NO overall, with ωB97M-V/def2-TZVPD.

* lowest unoccupied orbital energy: 1.088 eV
* Kohn-Sham gap: 11.4 eV
* energy relative to the best compared isomer or geometry (same formula, charge and spin): 65.1 kcal per mole
* E_tot: -211.48130 Eh
* max |F|: 0.02597 hartree/bohr
* structure (SMILES): [H][H].C1CO1.N

Positions of all 13 atoms, in Å:
N  1.139  0.868  3.224
H  1.659  0.445  3.993
H  -1.609  -0.212  -7.222
H  1.794  1.588  2.921
H  1.143  0.156  2.504
C  -0.259  0.078  0.650
O  0.141  -1.277  0.930
C  -0.441  -0.989  -0.332
H  0.425  0.879  0.344
H  -0.895  0.419  1.458
H  0.291  -0.956  -1.136
H  -1.462  -1.189  -0.636
H  -1.926  0.190  -6.699

In elementary charge units, the Löwdin charges are: 0.0197, 0.0147, 0.0003, 0.0150, -0.0254, -0.2015, -0.0784, -0.1687, 0.1055, 0.1027, 0.1098, 0.1066, -0.0003

---

Record 6
Computed, not measured: a 3-piece molecular cluster, C2H9NO2 overall, with ωB97M-V/def2-TZVPD.

* lowest unoccupied orbital energy: -4.540 eV
* Kohn-Sham gap: 3.9 eV
* energy relative to the best compared isomer or geometry (same formula, charge and spin): 186.2 kcal per mole
* E_tot: -286.52170 Eh
* max |F|: 0.04151 hartree/bohr

Positions of all 14 atoms, in Å:
C  2.579  -0.337  0.316
O  1.929  0.443  -0.555
C  -0.548  0.382  -0.665
N  -1.935  0.458  -0.954
H  1.959  -1.024  0.919
H  2.994  0.362  1.084
H  3.448  -0.886  -0.066
H  0.080  0.418  -1.586
H  -0.199  1.216  -0.036
H  -2.214  1.443  -0.911
H  -0.304  -0.519  -0.114
H  -2.975  -0.946  1.772
H  -2.440  -0.143  -0.222
O  -2.375  -0.868  1.016

In elementary charge units, the Löwdin charges are: -0.2466, -0.1426, -0.1755, 0.1028, 0.0867, 0.1225, 0.0794, 0.1282, 0.1136, 0.1108, 0.0749, -0.0195, 0.0014, -0.2361

---

Record 7
Computed, not measured: C2H9NO4 as an isolated structure, with ωB97M-V/def2-TZVPD.

* lowest unoccupied orbital energy: 0.516 eV
* Kohn-Sham gap: 9.7 eV
* energy relative to the best compared isomer or geometry (same formula, charge and spin): 18.6 kcal per mole
* E_tot: -437.31776 Eh
* max |F|: 0.06528 hartree/bohr

Positions of all 16 atoms, in Å:
H  0.239  -0.398  -1.288
O  -0.150  -1.399  -1.975
O  0.448  0.670  -0.867
H  -0.362  -1.168  -2.902
H  -0.745  -2.111  -1.638
C  -0.025  0.667  0.372
O  -0.835  -0.255  0.680
C  0.533  1.827  1.166
H  0.118  2.766  0.762
H  0.227  1.650  2.227
N  2.005  1.797  1.292
H  2.227  1.048  1.970
H  2.560  1.820  0.459
O  -2.058  -2.485  -0.430
H  -2.595  -2.752  0.338
H  -1.587  -1.677  -0.165

In elementary charge units, the Löwdin charges are: 0.0641, 0.0497, -0.0006, 0.1294, 0.0761, -0.4955, -0.0062, -0.1877, 0.1249, 0.1261, 0.0007, 0.0845, 0.0584, -0.0813, 0.0698, -0.0126

---

Record 8
Computed, not measured: a 3-piece molecular cluster, C2H9NO4 overall, with ωB97M-V/def2-TZVPD.

* lowest unoccupied orbital energy (spin up / spin down): -3.808 / -9.631 eV
* Kohn-Sham gap (spin up / spin down): 10.6 / 4.7 eV
* energy relative to the best compared isomer or geometry (same formula, charge and spin): 23.3 kcal per mole
* multiplicity: 2
* E_tot: -436.96516 Eh
* max |F|: 0.04971 hartree/bohr
* charge: +1

Positions of all 16 atoms, in Å:
C  -0.065  1.894  -1.558
N  -0.055  1.355  -0.202
C  0.415  0.049  0.074
O  1.464  -0.373  -0.653
O  -0.220  -0.557  0.882
H  0.920  2.361  -1.666
H  -0.875  2.605  -1.668
H  -0.126  1.124  -2.329
H  -0.903  1.350  0.417
H  1.811  0.392  -1.132
H  -2.691  1.071  2.433
H  -1.440  0.211  2.170
O  -1.911  0.996  1.881
H  0.463  -2.441  -0.975
H  0.795  -3.010  0.330
O  0.858  -3.231  -0.605

In elementary charge units, the Löwdin charges are: 0.0490, 0.2382, -0.4823, 0.1950, 0.2366, 0.1358, 0.1218, 0.1387, 0.1436, 0.1347, 0.0816, 0.0421, -0.0335, -0.0007, 0.0311, -0.0316

---

Question: energy relative to the best compared isomer or geometry (same formula, charge and spin) of number 7 (C2H9NO4)?
Answer: 18.6 kcal per mole